Model P:
{"formula": "C8H11BrO", "method": "wB97M-V/def2-TZVPD", "homo_lumo_gap_ev": [7.82, 7.82], "homo_ev": [-8.33, -8.33], "lumo_energy_ev": [-0.51, -0.51], "elements": ["Br", "O", "C", "C", "C", "C", "C", "C", "C", "C", "H", "H", "H", "H", "H", "H", "H", "H", "H", "H", "H"], "coordinates": [[-2.93412, -0.27708, -0.17207], [-0.21068, 2.48381, 0.58887], [0.64993, -1.73256, 0.42883], [0.28846, -1.49149, -0.79495], [-0.66439, -0.17872, 1.48289], [-1.23331, 1.91490, 0.20258], [0.72674, -0.74382, 1.43246], [-1.27467, 0.53147, 0.31064], [0.17314, -0.18565, -1.42117], [1.18866, 0.76468, -1.51171], [2.08172, 0.57704, -1.04059], [0.07035, -2.30278, -1.49342], [1.00705, 1.77099, -1.21981], [0.67668, -2.81319, 0.74460], [-2.03610, 2.41823, -0.40850], [1.38370, 0.13835, 1.22185], [1.53266, 1.04013, -2.55539], [0.92332, -1.29928, 2.36217], [-0.52421, 0.58314, 2.19570], [-1.33788, -1.03340, 1.86995], [-0.48703, -0.16477, -2.22293]]}

***

Model Q:
{"formula": "C8H11BrO", "method": "wB97M-V/def2-TZVPD", "homo_lumo_gap_ev": 9.16, "homo_ev": -8.48, "lumo_energy_ev": 0.68, "elements": ["Br", "O", "C", "C", "C", "C", "C", "C", "C", "C", "H", "H", "H", "H", "H", "H", "H", "H", "H", "H", "H"], "coordinates": [[2.76667, -0.59029, 0.45304], [1.58076, 2.81215, -1.04396], [1.25050, -1.93033, -1.47957], [-0.05270, -0.23211, -0.09625], [0.23764, 1.22575, 0.28324], [0.93041, 2.05338, -0.44281], [-1.12968, -0.21067, -1.19226], [1.17978, -0.99514, -0.55169], [-0.47042, 1.82539, 1.48480], [-0.57990, -1.01206, 1.11984], [-1.53955, 1.62274, 1.44033], [-0.71561, -2.05442, 0.83654], [-0.07758, 1.41124, 2.41328], [2.17104, -2.44408, -1.68729], [-1.95981, 0.41443, -0.86951], [-0.32634, 2.90237, 1.50044], [-1.52337, -1.20451, -1.39311], [0.12669, -0.97274, 1.94646], [0.39503, -2.21386, -2.06665], [-0.72926, 0.21208, -2.11114], [-1.53429, -0.61931, 1.45626]]}

***

Energy comparison, zero being the most stable, in kJ/mol: model P 246.9; model Q 0.0.

***

Model P:
{"formula": "C22H53B2ClIN6O8P2S2", "method": "wB97M-V/def2-TZVPD", "homo_lumo_gap_ev": 5.74, "homo_ev": -9.41, "total_charge": 1, "lumo_energy_ev": -3.67, "elements": ["I", "Cl", "S", "S", "P", "P", "O", "O", "O", "O", "O", "O", "O", "O", "N", "N", "N", "N", "N", "N", "C", "C", "C", "C", "C", "C", "C", "C", "C", "C", "C", "C", "C", "C", "C", "C", "C", "C", "C", "C", "C", "C", "B", "B", "H", "H", "H", "H", "H", "H", "H", "H", "H", "H", "H", "H", "H", "H", "H", "H", "H", "H", "H", "H", "H", "H", "H", "H", "H", "H", "H", "H", "H", "H", "H", "H", "H", "H", "H", "H", "H", "H", "H", "H", "H", "H", "H", "H", "H", "H", "H", "H", "H", "H", "H", "H", "H"], "coordinates": [[-3.10130, -1.71743, -6.05694], [0.42447, -4.52323, -0.91683], [-4.12529, -1.69985, -3.06910], [2.07452, -1.30411, -0.55779], [-1.33603, 1.84028, 6.89680], [0.84028, -4.10467, -2.87580], [4.41179, 2.58137, -3.00310], [-2.26262, -3.32443, -1.05742], [-0.05770, -5.14099, -3.77701], [-1.10921, 2.37232, 1.18696], [-2.66895, 0.57797, 1.40724], [-0.16525, 1.92599, 7.80869], [-3.13527, -4.84309, -2.63996], [-2.38720, 1.14114, -1.63232], [-1.83298, -0.41902, -3.66040], [-1.95325, 3.44094, 6.81188], [-1.88582, 1.27488, 5.37886], [-2.37187, 0.74667, 7.76895], [-1.35837, 0.22459, -1.50014], [-0.07317, -1.48428, -2.35686], [-3.34904, 1.21339, 8.74526], [3.99385, 3.07112, -1.75043], [-1.59845, -0.35924, 8.32983], [-3.05289, 4.03274, 7.54838], [3.35451, -0.76778, -6.15822], [4.79892, -1.87643, -0.55428], [0.41282, -2.12725, -4.77492], [2.25679, -1.78969, -6.46862], [-3.21058, 1.58121, 4.92576], [-0.98906, 4.42659, 6.33610], [1.79052, -2.62487, -5.23414], [-2.50607, -1.67639, -3.99086], [-0.89941, 1.21593, 4.30275], [-1.67346, -2.92180, -3.57418], [1.29625, -0.92164, -2.16037], [-0.72320, 0.19627, -0.18739], [3.79874, 1.50776, -5.07167], [3.34757, 2.41158, -3.92029], [3.43367, -2.43082, -0.99619], [3.07923, 0.15417, -4.96860], [-0.15727, -2.56867, -3.36192], [-1.04652, -0.56047, -2.49862], [-1.55117, 1.11532, 0.85061], [-2.38721, -3.73975, -2.37456], [-1.12624, 2.98847, 0.44621], [-3.68368, 0.37300, 9.35391], [-0.72854, 2.19643, 3.83652], [-1.07995, 4.58462, 5.25369], [4.73056, 3.78409, -1.38272], [2.01773, 0.37074, -4.83566], [3.03557, 3.59697, -1.79284], [1.24356, 0.16276, -2.19159], [-1.21460, 0.51417, 3.52883], [0.03803, 4.11860, 6.54627], [-2.08426, 1.80014, -2.27653], [3.02806, 3.39953, -4.27314], [-2.95849, 1.98251, 9.42320], [4.32804, -1.24696, -6.04718], [-2.75304, -5.40576, -3.32344], [-4.24911, 1.59064, 8.25828], [-3.39505, 1.21374, 1.43250], [0.26482, 0.65242, -0.28437], [-0.84136, -0.69998, 7.62138], [1.98964, -1.29249, -2.90290], [3.40222, -2.62073, -2.06822], [0.05608, 0.85453, 4.68885], [-3.94496, 1.46893, 5.72272], [-2.99578, -2.76783, -0.77418], [3.50799, -0.31327, -4.07695], [2.48758, 1.97589, -3.38823], [4.86789, 1.36672, -4.92574], [-0.57117, -0.82917, 0.15274], [-2.26274, -1.20265, 8.52481], [3.56078, 1.98950, -6.01806], [-1.13843, 5.38719, 6.82833], [-3.97014, -0.63630, -2.26592], [-3.48051, 0.86112, 4.14875], [3.91978, 2.27196, -1.00537], [-1.65135, -3.58594, -4.43396], [5.58340, -2.27884, -1.19025], [3.26020, -3.37538, -0.48545], [2.58155, -2.52517, -4.49132], [-3.29278, 2.59484, 4.50661], [-2.73895, 4.45525, 8.51165], [0.44199, -1.03751, -4.77070], [1.75313, -3.66128, -5.56439], [-3.85613, 3.33078, 7.73206], [-0.28573, -2.41804, -5.55481], [-3.49726, 4.83381, 6.94979], [3.44228, -0.12422, -7.03840], [-1.26315, -0.06843, -4.42345], [1.39990, -1.25547, -6.88645], [4.77852, -0.78992, -0.56884], [-1.08024, -0.08350, 9.25380], [4.98848, -2.19633, 0.46830], [0.45966, -5.95338, -3.87208], [2.63086, -2.47719, -7.22518]]}

***

Model Q:
{"formula": "C22H53B2ClIN6O8P2S2", "method": "wB97M-V/def2-TZVPD", "homo_lumo_gap_ev": 4.09, "homo_ev": -8.70, "total_charge": 1, "lumo_energy_ev": -4.61, "elements": ["I", "Cl", "S", "S", "P", "P", "O", "O", "O", "O", "O", "O", "O", "O", "N", "N", "N", "N", "N", "N", "C", "C", "C", "C", "C", "C", "C", "C", "C", "C", "C", "C", "C", "C", "C", "C", "C", "C", "C", "C", "C", "C", "B", "B", "H", "H", "H", "H", "H", "H", "H", "H", "H", "H", "H", "H", "H", "H", "H", "H", "H", "H", "H", "H", "H", "H", "H", "H", "H", "H", "H", "H", "H", "H", "H", "H", "H", "H", "H", "H", "H", "H", "H", "H", "H", "H", "H", "H", "H", "H", "H", "H", "H", "H", "H", "H", "H"], "coordinates": [[6.88687, -1.52353, 1.44347], [2.99347, 2.52022, -3.24267], [4.84716, 0.83092, 2.43005], [0.43965, 0.11320, -2.72449], [-6.02267, 3.31840, 2.83106], [4.22877, 0.79727, -3.22690], [5.95856, 2.98516, 0.01385], [5.92218, 1.32996, -3.29884], [-1.90973, -0.55028, 2.35752], [-0.95825, -5.07675, -2.85600], [1.51646, -0.90728, 2.54141], [-0.52366, 1.57043, 2.88159], [-7.54649, 3.55562, 2.69231], [3.44770, 2.62358, 0.00628], [-4.27093, 3.04570, 2.99055], [3.77693, -1.38463, 1.14487], [2.65653, -0.32401, -1.06373], [-6.17125, 2.21169, 4.08505], [1.48907, -0.53892, 1.21999], [-5.67166, 4.93065, 3.26136], [0.21719, 0.12087, 0.74737], [4.96663, -0.46294, 1.02749], [2.59356, -4.33127, -3.17187], [-1.95556, -4.30421, -2.10251], [0.75525, 0.27783, -4.60200], [0.31612, -5.20998, -2.10510], [-3.47083, 2.95825, 4.19808], [-6.72468, 0.90472, 3.73805], [5.02563, 0.42388, -0.35969], [5.26534, -3.69611, -3.53290], [1.58739, -5.66129, -3.09025], [4.08172, -0.21218, -1.58662], [-0.57576, -0.15759, -5.46824], [2.59342, -0.74880, 0.38152], [4.79315, -1.67860, -1.90613], [3.98571, -4.61121, -3.98935], [1.73900, -1.07820, -1.97913], [-5.96120, 5.48770, 4.57363], [-6.28988, 2.45134, 5.50647], [-6.15040, 5.89350, 2.25420], [4.93457, -2.05623, -3.48463], [-3.76571, 2.12462, 1.97483], [4.81382, 2.03392, -0.12142], [-0.77385, 0.37725, 2.05030], [1.97804, -3.54429, -3.82164], [-4.26629, 2.30391, 1.01735], [-5.20602, 5.18488, 5.30031], [-1.16268, -0.95532, -4.83532], [-3.54723, 1.97687, 4.67730], [3.96194, -2.35188, 0.80743], [6.14192, 0.29046, -0.76323], [-2.07223, -3.17860, -2.48368], [4.28186, -5.74302, -3.74904], [-5.60105, 6.83781, 2.32613], [-6.95409, 5.20388, 4.93356], [-5.91294, 0.20652, 3.51352], [5.88881, -1.76680, -1.44043], [3.79791, -4.57499, -5.14418], [-1.52631, -1.44208, 2.62532], [3.98027, -1.92151, -4.14211], [-3.72239, 3.72609, 4.92905], [0.11712, -5.98467, -1.24560], [-0.24238, -0.52568, -6.52876], [-7.33040, 0.46742, 4.54060], [5.84319, -1.52282, -4.03064], [-5.86908, 1.60909, 6.06263], [4.14562, -2.48391, -1.35759], [6.09576, 1.51824, -4.27084], [-5.72429, 3.30967, 5.85560], [5.60659, -4.06187, -2.44941], [-2.69384, 2.26813, 1.80114], [0.96086, 1.41620, -4.87621], [1.11015, -5.88381, -4.13740], [-0.54004, 1.30387, 3.84552], [1.71485, -0.36519, -4.89780], [-1.23387, 0.80934, -5.57984], [-7.33343, 2.58355, 5.80931], [6.14819, -3.86780, -4.28630], [2.14738, -6.58810, -2.61088], [-3.94159, 1.08223, 2.25812], [3.59769, 0.74457, 3.06106], [-0.36473, -0.67561, 0.07305], [3.16278, 2.67548, 0.96895], [0.53197, -4.16708, -1.56767], [0.39010, 1.06616, 0.07981], [-1.78692, -4.26635, -0.94214], [-3.03185, -4.79728, -2.25195], [-5.98092, 5.50616, 1.24055], [-7.22293, 6.09675, 2.35511], [-5.90600, 6.58385, 4.57936], [6.67074, 2.79362, -0.66815], [1.10546, -1.86264, -1.35083], [1.52894, -1.91911, 2.48163], [2.22184, -1.58137, -2.91297], [-2.41209, 3.12479, 3.96245], [-7.37108, 0.96269, 2.85664], [2.73737, -3.99315, -2.05572]]}

***

Energy comparison, zero being the most stable, in kJ/mol: model P 0.0; model Q 1275.2.

***

Model P:
{"formula": "C4H9P", "method": "wB97M-V/def2-TZVPD", "homo_lumo_gap_ev": 8.80, "homo_ev": -8.92, "lumo_energy_ev": -0.12, "elements": ["P", "C", "C", "C", "C", "H", "H", "H", "H", "H", "H", "H", "H", "H"], "coordinates": [[-0.97740, -0.97469, -0.27986], [1.91806, -0.45924, -0.55348], [0.07242, -0.53355, 1.19353], [0.59259, -0.07572, -0.08547], [-2.22459, 0.56604, -0.38638], [2.53684, 0.51023, -0.71597], [-2.34479, 0.68372, -1.43828], [-0.31027, 0.05742, 1.99661], [-3.13824, 0.26423, 0.33330], [-1.63774, 1.53997, -0.04299], [1.83646, -0.86193, -1.49451], [0.56103, 1.82825, -0.37969], [0.67720, -1.36632, 1.65120], [2.43843, -1.17840, 0.20197]]}

***

Model Q:
{"formula": "C4H9P", "method": "wB97M-V/def2-TZVPD", "homo_lumo_gap_ev": 8.66, "homo_ev": -8.45, "lumo_energy_ev": 0.20, "elements": ["P", "C", "C", "C", "C", "H", "H", "H", "H", "H", "H", "H", "H", "H"], "coordinates": [[0.33267, 0.56749, -1.80573], [-0.12261, -0.55822, -0.61998], [-1.64265, 1.40269, 0.19906], [-0.27861, 0.78862, -0.09488], [-0.00645, -1.91805, -0.07835], [-0.72606, -1.94761, 0.72860], [0.96195, -2.19692, 0.32260], [0.45683, 1.00525, 0.80568], [-2.11849, 0.94023, 1.09431], [-1.54035, 2.46885, 0.73798], [2.63922, -0.17556, 0.47740], [-0.29478, -2.69515, -0.83642], [-2.27186, 1.58867, -0.71535], [3.43884, 0.00520, 0.46998]]}

***

Energy comparison, zero being the most stable, in kJ/mol: model P 140.6; model Q 0.0.

***

Model P:
{"formula": "C6H7N3O", "method": "wB97M-V/def2-TZVPD", "homo_lumo_gap_ev": [7.76, 7.76], "homo_ev": [-8.79, -8.79], "lumo_energy_ev": [-1.03, -1.03], "elements": ["O", "N", "N", "N", "C", "C", "C", "C", "C", "C", "H", "H", "H", "H", "H", "H", "H"], "coordinates": [[-1.76838, 1.39280, -1.79945], [-1.01089, 0.68123, -0.89925], [-0.89221, -1.21898, 0.65061], [1.06951, -1.53022, 1.82988], [-1.08147, -2.11470, 1.56023], [0.92462, 2.02271, -1.64131], [0.15739, -2.30783, 2.30855], [0.99169, 0.19119, 0.11323], [0.43036, -0.82259, 0.81515], [0.23715, 0.96222, -0.83736], [0.22159, 2.82543, -1.85450], [-2.01948, -2.61390, 1.70526], [0.33181, -2.97605, 3.13001], [-2.66247, 1.03954, -1.67181], [1.78617, 2.41198, -1.10808], [1.25916, 1.61271, -2.59270], [2.02544, 0.44446, 0.29154]]}

***

Model Q:
{"formula": "C6H7N3O", "method": "wB97M-V/def2-TZVPD", "homo_lumo_gap_ev": [7.21, 7.21], "homo_ev": [-8.60, -8.60], "lumo_energy_ev": [-1.39, -1.39], "elements": ["O", "N", "N", "N", "C", "C", "C", "C", "C", "C", "H", "H", "H", "H", "H", "H", "H"], "coordinates": [[2.50739, -0.55844, -1.29986], [-0.14140, 0.02449, -1.85844], [-0.68776, 0.04635, 2.16408], [0.39688, 0.67509, 0.33781], [-1.35723, -1.04497, 0.00550], [-0.99909, -0.81914, -1.42689], [0.24763, 0.99627, 2.48585], [0.58777, 0.76206, -0.99983], [0.92281, 1.40058, 1.37741], [-0.57919, -0.14431, 0.88778], [0.35350, 1.31899, 3.50187], [-1.50295, -1.42204, -2.17099], [2.38928, -0.82737, -2.21041], [1.17743, 1.57069, -1.39846], [-2.43242, -0.90558, 0.16498], [1.71779, 2.09803, 1.22541], [-1.15232, -2.09226, 0.25799]]}

***

Model R:
{"formula": "C6H7N3O", "method": "wB97M-V/def2-TZVPD", "homo_lumo_gap_ev": 9.77, "homo_ev": -9.03, "lumo_energy_ev": 0.74, "elements": ["O", "N", "N", "N", "C", "C", "C", "C", "C", "C", "H", "H", "H", "H", "H", "H", "H"], "coordinates": [[-2.20863, 1.34399, -0.27356], [-3.45208, -0.60832, 0.00880], [1.07254, -1.30190, -0.14334], [-1.16322, -0.67468, -0.09466], [0.54589, 1.02160, 0.07326], [-2.26167, 0.04691, -0.15031], [0.17204, -0.29747, -0.01083], [2.37324, -1.06128, -0.10798], [2.90304, 0.21656, -0.09482], [2.00474, 1.29336, 0.00548], [2.29219, 2.49395, 0.05272], [3.10670, -1.88252, -0.27980], [-1.37648, -1.53364, 0.11059], [-3.45853, -1.36599, 0.49984], [4.02955, 0.36442, 0.08216], [-4.16905, 0.17700, 0.13411], [-0.41027, 1.76802, 0.18834]]}

***

Energy comparison, zero being the most stable, in kJ/mol: model P 193.9; model Q 202.4; model R 0.0.